[1]
Entry from OMol25: 2 unconnected molecules or ions with the total composition CH3NO3S (wB97M-V/def2-TZVPD).

Orbital gap: 10.2 eV
Total charge: 0
SMILES: O=CS.O=NO

Bonds (Å) are listed after each position.
Atoms and positions in Å:
1 O -0.843 -0.830 -0.233  C2 1.202
2 C -0.525 -0.188 0.732  O1 1.202, S3 1.745, H4 1.036
3 S 1.149 -0.153 1.224  C2 1.745, H5 1.300
4 H -1.144 0.432 1.284  C2 1.036
5 H 1.696 -0.947 0.352  S3 1.300
6 O 0.075 2.888 -0.460  N7 1.176
7 N -0.268 1.763 -0.491  O6 1.176, O8 1.407
8 O 0.220 1.105 -1.635  N7 1.407, H9 1.059
9 H -0.157 0.116 -1.601  O8 1.059

[2]
Entry from OMol25: 2 unconnected molecules or ions with the total composition CH3NO4 (wB97M-V/def2-TZVPD).

Orbital gap: 8.4 eV
Total charge: 0
SMILES: O=C=[NH+][O-].OO

Bonds (Å) are listed after each position.
Atoms and positions in Å:
1 O -2.986 1.100 -0.525  C2 1.153
2 C -2.049 0.656 -0.020  O1 1.153, N3 1.255
3 N -1.080 -0.054 0.341  C2 1.255, O4 1.333, H5 1.017
4 O -0.794 -1.184 -0.306  N3 1.333
5 H -0.231 0.105 0.877  N3 1.017
6 O 2.029 0.584 -0.290  O7 1.421, H8 0.981
7 O 1.536 -0.362 0.648  O6 1.421, H9 1.015
8 H 2.670 -0.012 -0.731  O6 0.981
9 H 0.905 -0.832 0.006  O7 1.015

[3]
Entry from OMol25: 2 unconnected molecules or ions with the total composition CH3NO4 (wB97M-V/def2-TZVPD).

Orbital gap (spin up / spin down): 6.9 / 6.7 eV
Total charge: 0

Bonds (Å) are listed after each position.
Atoms and positions in Å:
1 C -0.182 -0.632 -1.079  N2 1.377, H7 1.101, H8 1.204, H9 1.062
2 N -0.933 -1.322 -0.155  C1 1.377, O4 1.180
3 O 1.451 0.860 2.408  O5 1.269
4 O -1.465 -0.785 0.752  N2 1.180
5 O 0.539 1.564 1.875  O3 1.269, O6 1.314
6 O 0.505 1.751 0.575  O5 1.314
7 H -0.613 -0.785 -2.080  C1 1.101
8 H 0.002 0.557 -1.052  C1 1.204
9 H 0.695 -1.208 -1.243  C1 1.062